Computed, not measured: one molecule with the formula C5H8O2, with ωB97M-V/def2-TZVPD.

Output
E_HOMO = -8.878 eV
Energy relative to the best compared isomer or geometry (same formula, charge and spin) = 4.5126 eV
Orbital gap = 0.325 Ha

Structure (XYZ):
```
15
Properties=species:S:1:pos:R:3:mulliken_charge:R:1
C 1.581 -0.557 0.263 -1.35
C 0.370 0.357 0.481 0.34
C 0.287 1.355 -0.645 -0.09
O -0.540 1.247 -1.530 -0.48
C -2.027 0.627 0.277 -0.53
C -0.986 -0.403 0.485 -0.18
O -0.965 -1.543 -0.361 -0.58
H 2.514 0.017 0.238 0.40
H 1.475 -1.102 -0.678 0.31
H 1.652 -1.298 1.065 0.36
H 0.476 0.914 1.419 0.31
H 1.000 2.198 -0.652 0.40
H -2.725 0.251 -0.494 0.20
H -1.155 -0.781 1.507 0.48
H -1.026 -1.198 -1.262 0.41
```



Computed, not measured: C30H51BrFeN4P2 as an isolated structure in a non-equilibrium geometry, with ωB97M-V/def2-TZVPD.

Output
⟨S²⟩ = 6.10
E_HOMO (spin up / spin down) = -12.983 / -12.998 eV
Charge = +2
Orbital gap (spin up / spin down) = 0.241 / 0.199 Ha
2S+1 = 5

Structure (XYZ):
```
89
Properties=species:S:1:pos:R:3:mulliken_charge:R:1
C -0.144 5.747 -1.769 -0.41
C -0.438 4.429 -2.167 0.47
C -0.762 4.184 -3.523 -0.51
C -0.856 5.282 -4.394 -0.37
N -0.595 6.519 -3.981 -0.54
C -0.237 6.772 -2.726 -0.41
C -0.638 3.412 -1.179 0.50
C -1.542 2.918 -0.329 -1.40
C -1.814 1.549 0.073 1.17
C -1.013 0.586 -0.591 0.50
C -1.065 -0.819 -0.262 0.77
C -2.114 -1.348 0.649 0.18
C -3.101 -0.307 1.033 -1.40
C -2.845 1.032 0.959 -0.73
Fe 0.006 2.101 -0.193 -0.50
P 2.742 -1.310 0.170 0.68
H -0.989 3.185 -3.902 0.38
H 0.105 5.995 -0.740 0.37
H -1.113 5.138 -5.453 0.36
H 0.007 7.807 -2.456 0.37
H -3.403 1.763 1.567 0.58
H -0.339 0.941 -1.437 0.10
H -4.031 -0.678 1.459 0.50
H -0.059 -1.242 -0.296 -0.15
C 2.597 -2.819 1.248 -0.37
C 3.023 -4.155 0.636 -1.50
H 1.529 -2.863 1.534 -0.01
H 3.169 -2.621 2.172 0.67
H 2.863 -4.952 1.378 0.46
H 2.430 -4.403 -0.257 0.24
H 4.089 -4.161 0.365 0.31
C 3.128 -1.914 -1.538 -0.57
C 3.492 -0.796 -2.512 -1.30
H 2.220 -2.437 -1.882 0.20
H 3.941 -2.653 -1.466 0.49
H 3.620 -1.222 -3.510 0.41
H 2.707 -0.035 -2.575 0.19
H 4.427 -0.295 -2.244 0.31
C 4.400 -0.624 0.646 -0.59
C 5.589 -1.580 0.686 -1.25
H 4.255 -0.158 1.635 0.44
H 4.590 0.188 -0.073 0.46
H 6.478 -1.008 0.982 0.42
H 5.458 -2.385 1.418 0.27
H 5.803 -2.031 -0.291 0.28
Br -1.516 -2.518 2.043 0.10
P -2.344 -2.110 -1.096 1.39
C -1.036 -3.356 -1.426 -0.20
C -1.459 -4.812 -1.531 -1.69
H -0.294 -3.279 -0.613 -0.02
H -0.529 -3.028 -2.348 0.62
H -0.577 -5.401 -1.813 0.46
H -1.815 -5.171 -0.558 0.38
H -2.232 -5.006 -2.285 0.31
C -3.809 -3.025 -0.421 -0.42
C -4.707 -3.952 -1.241 -1.44
H -4.458 -2.262 0.034 0.29
H -3.402 -3.597 0.428 0.47
H -5.351 -4.502 -0.536 0.42
H -5.369 -3.381 -1.905 0.38
H -4.173 -4.713 -1.822 0.27
C -2.854 -1.292 -2.635 -0.43
C -3.138 -2.147 -3.867 -1.28
H -2.071 -0.565 -2.889 0.34
H -3.752 -0.718 -2.374 0.48
H -3.439 -1.486 -4.687 0.44
H -2.251 -2.691 -4.200 0.32
H -3.949 -2.866 -3.722 0.31
C 0.459 4.924 3.065 -1.21
N 0.428 3.562 3.588 0.06
C 0.452 3.423 5.039 -1.05
C 0.550 2.526 2.722 0.59
N 0.828 2.788 1.441 -0.29
N 0.417 1.249 3.180 0.49
C -0.695 0.869 4.030 -1.07
C 1.238 0.155 2.685 -0.38
H 0.150 5.615 3.861 0.42
H -0.237 4.980 2.211 0.37
H 1.478 5.164 2.710 0.37
H -0.528 3.155 5.452 0.30
H 1.177 2.666 5.354 0.34
H 0.745 4.390 5.462 0.46
H 1.110 3.770 1.394 0.16
H -1.221 0.024 3.560 0.11
H -0.322 0.561 5.018 0.29
H -1.405 1.699 4.136 0.45
H 0.607 -0.737 2.594 -0.06
H 1.664 0.408 1.707 -0.32
H 2.058 -0.046 3.392 0.39
```



Computed, not measured: one molecule with the formula C6H11N3O3 in a non-equilibrium geometry, with ωB97M-V/def2-TZVPD.

Output
E_HOMO = -9.075 eV
Energy relative to the best compared isomer or geometry (same formula, charge and spin) = 3.6378 eV
SMILES = CCOn1c(=O)n(C)c(=O)n1C
Orbital gap = 0.361 Ha

Structure (XYZ):
```
23
Properties=species:S:1:pos:R:3:mulliken_charge:R:1
C -1.794 0.734 0.254 0.55
C -0.588 -1.042 -0.478 0.27
C 3.486 -0.312 0.447 -0.93
C -2.794 -1.494 0.614 -1.02
C -0.493 2.430 -1.061 -0.90
C 1.999 -0.687 0.533 -0.42
N -1.700 -0.648 0.162 0.06
N -0.654 1.190 -0.358 0.29
N 0.136 0.127 -0.825 -0.01
O -2.738 1.358 0.677 -0.64
O -0.251 -2.148 -0.803 -0.61
O 1.450 -0.023 -0.606 -0.29
H 3.830 -0.625 -0.658 0.26
H 3.676 0.773 0.689 0.28
H 3.851 -1.044 1.224 0.33
H -3.450 -0.694 1.111 0.33
H -3.269 -1.950 -0.178 0.36
H -2.532 -2.184 1.323 0.37
H -1.479 2.698 -1.596 0.28
H -0.213 3.177 -0.371 0.35
H 0.342 2.284 -1.837 0.31
H 1.473 -0.243 1.329 0.37
H 1.715 -1.678 0.407 0.39
```



Q: Which formula does entry 1 have?
A: C5H8O2